1.
This record from the OMol25 dataset describes 2 unconnected molecules or ions with the total composition C13H31BClO3S. The level of theory is wB97M-V/def2-TZVPD.

Geometry as XYZ:
```
50
Properties=species:S:1:pos:R:3:mulliken_charge:R:1
C 2.870 -2.292 1.095 -0.959
C 3.503 -1.578 -0.099 -0.557
C 3.027 -0.122 -0.231 -0.610
C 1.906 0.061 -1.268 -0.689
C 0.889 1.131 -0.871 -0.683
C 0.022 0.715 0.335 0.291
C -1.471 0.806 0.020 -0.662
C -2.377 0.563 1.225 -0.969
S -3.215 -1.051 1.475 0.072
C -3.506 -1.890 -0.119 -1.102
C -2.604 -3.031 -0.574 0.125
C -2.728 -4.301 0.273 -1.310
Cl -0.903 -2.539 -0.756 -0.032
B -1.996 -2.075 2.580 0.459
O -2.682 -2.874 3.403 -0.382
O -0.658 -1.962 2.470 -0.373
H 3.213 -3.324 1.173 0.432
H 1.777 -2.290 1.020 0.012
H 3.140 -1.779 2.023 0.306
H 3.257 -2.129 -1.011 0.342
H 4.589 -1.613 0.006 0.341
H 2.686 0.233 0.749 0.361
H 3.876 0.501 -0.520 0.402
H 1.399 -0.896 -1.433 0.133
H 2.349 0.340 -2.227 0.463
H 1.412 2.059 -0.630 0.121
H 0.234 1.336 -1.722 0.484
H 0.292 -0.292 0.660 -0.441
H 0.215 1.392 1.175 0.388
H -1.730 0.176 -0.831 0.448
H -1.668 1.835 -0.296 0.277
H -1.852 0.736 2.168 0.490
H -3.233 1.238 1.216 0.567
H -4.513 -2.294 0.008 0.550
H -3.579 -1.099 -0.866 0.510
H -2.931 -3.244 -1.593 0.462
H -2.749 -5.178 -0.371 0.353
H -1.868 -4.417 0.934 0.335
H -3.638 -4.289 0.877 0.356
H -2.168 -3.190 4.163 0.343
H -0.171 -1.282 2.951 0.310
C 1.965 5.760 -1.402 -1.023
C 1.155 4.911 -2.361 -0.241
O -0.115 4.543 -1.824 -0.482
H 2.117 5.233 -0.459 0.272
H 2.939 6.004 -1.826 0.333
H 1.448 6.698 -1.183 0.330
H 1.667 3.971 -2.569 0.236
H 1.019 5.434 -3.312 0.328
H -0.608 5.350 -1.646 0.282
```

As for the HOMO energy: -12.3 eV. Its charge is +1. The value obtained for the lowest unoccupied orbital energy is -0.1179 Eh.


2.
This record from the OMol25 dataset describes 7 unconnected molecules or ions with the total composition C11H36N2O12 at a distorted geometry. The level of theory is wB97M-V/def2-TZVPD.

Geometry as XYZ:
```
61
Properties=species:S:1:pos:R:3:mulliken_charge:R:1
N 0.413 -2.312 3.047 -0.299
C -0.753 -2.276 2.396 0.617
N -1.652 -3.212 2.762 -0.468
O -1.043 -1.362 1.620 -0.484
H 0.924 -1.452 3.173 0.137
H 0.594 -3.177 3.527 0.129
H -1.306 -3.900 3.408 0.142
H -2.490 -3.256 2.205 0.268
O -3.738 -0.204 1.849 -0.566
C -3.600 1.161 1.452 -0.314
C -2.616 1.906 2.385 -0.047
O -3.150 1.848 3.660 -0.552
H -2.846 -0.490 2.082 0.352
H -3.262 1.190 0.413 -0.028
H -4.604 1.586 1.470 0.426
H -2.537 2.908 1.953 0.305
H -1.643 1.408 2.372 0.068
H -2.466 2.155 4.262 0.331
O 4.101 -2.988 -2.105 -0.561
C 3.833 -1.624 -1.839 -0.526
C 2.367 -1.197 -1.785 -0.035
O 1.668 -1.871 -0.762 -0.582
H 3.389 -3.419 -1.615 0.336
H 4.303 -1.407 -0.875 0.214
H 4.451 -1.063 -2.541 0.386
H 1.805 -1.230 -2.721 0.282
H 2.310 -0.134 -1.524 0.113
H 0.719 -1.712 -0.825 0.272
O -1.096 3.754 -0.434 -0.585
C -1.355 3.651 -1.823 -0.515
C -0.128 3.113 -2.568 0.240
O 0.929 4.087 -2.396 -0.561
H -0.907 2.849 -0.150 0.211
H -2.165 2.926 -1.948 0.249
H -1.651 4.586 -2.297 0.377
H -0.262 3.022 -3.648 0.333
H 0.155 2.166 -2.111 -0.229
H 1.749 3.591 -2.333 0.297
O 1.844 0.715 2.040 -0.581
C 3.097 0.158 1.855 0.010
C 3.741 -0.338 3.149 -0.825
O 3.064 -1.425 3.756 -0.545
H 1.614 1.286 1.302 0.149
H 3.043 -0.725 1.214 0.048
H 3.804 0.936 1.553 0.494
H 3.774 0.563 3.764 0.358
H 4.768 -0.658 2.959 0.355
H 3.117 -2.181 3.165 0.323
O -1.117 -1.350 -1.661 -0.456
C -1.130 -0.487 -2.863 0.195
C -1.969 -1.141 -4.009 -0.753
O -3.310 -1.227 -3.494 -0.536
H -2.036 -1.638 -1.612 0.275
H -1.609 0.435 -2.541 0.067
H -0.107 -0.453 -3.233 0.124
H -1.664 -2.172 -4.189 0.287
H -1.929 -0.529 -4.910 0.460
H -3.893 -1.083 -4.245 0.300
O -0.430 0.923 -0.059 0.753
H -0.866 0.182 -0.501 -0.007
H -0.246 0.589 0.826 -0.228
```

The SMILES is NC(N)=O.OCCO.OCCO.OCCO.OCCO.OCCO.O. As for the HOMO energy: -9.5 eV. The value obtained for the lowest unoccupied orbital energy is 0.0119 Eh.


Question: Look up the lowest unoccupied orbital energy of the first one.
Answer: -0.1179 Eh


Question: Which value of lowest unoccupied orbital energy does entry 1 give?
Answer: -0.1179 Eh


Question: Among the records above, which one has the lowest lowest unoccupied orbital energy?
Answer: C13H31BClO3S